Below is a 15-piece molecular cluster, C21H72N8O15 overall in a non-equilibrium geometry, with properties calculated with wB97M-V/def2-TZVPD.

Each line ends with the Mulliken charge.
Atoms and positions in Å:
H 2.8905 -3.4767 -0.2646  0.305
C 0.8135 -3.1517 -1.8096  -1.423
C -4.2035 -0.2687 3.0564  -0.803
H 1.8205 -3.5787 -1.8566  0.562
C 0.4715 -0.0317 0.7954  0.555
H 1.8255 3.8553 -1.9946  0.369
H -3.7195 3.9263 -0.9666  0.247
O -0.6725 2.4713 2.4994  -0.699
H -0.5945 0.4113 -6.4496  0.447
H 2.9815 4.7933 0.8534  0.334
H 2.6095 0.5713 1.9864  -0.325
H -1.5925 4.0533 -0.6306  0.338
H -4.2985 -3.6907 -1.0746  0.464
O -3.6875 -3.9547 -3.8116  -0.572
H 3.3795 2.6133 1.0234  0.139
C 0.2435 -3.3837 -0.4456  2.307
C -2.1375 2.0573 -2.9536  -0.405
H 0.6635 -3.0157 3.2654  0.081
H 3.8145 -4.2297 2.3294  0.334
H -2.4745 -0.5777 2.3924  0.078
O 3.5195 -3.9207 0.2704  -0.563
H 0.7615 -0.7097 4.7024  0.231
N -0.8835 4.1803 0.0964  -0.096
H 0.8085 2.5243 -1.4896  -0.124
O -1.9585 -4.8367 2.3494  -0.769
H -1.7815 -3.4677 -4.3566  0.443
H 2.3365 0.7663 -2.4446  -0.036
H -0.2655 -1.2097 -4.7666  0.242
H -0.1115 -0.0287 -1.2486  -0.717
O -2.9235 3.5783 -1.3816  -0.594
O 0.2395 0.0723 5.0034  -0.468
H 0.8075 -2.9367 0.3954  -0.257
N 4.7985 -1.4817 2.1284  -0.358
H 0.7095 3.8593 3.1134  0.556
H -1.4885 0.8843 -5.1546  0.272
H -4.2725 2.3633 -2.2236  0.451
H -0.7495 3.4523 0.8154  0.040
H -0.4785 2.7443 -5.2986  0.366
H -3.3135 -1.7747 -2.2896  0.297
H -0.9735 -0.8447 6.3404  0.324
H 5.2545 -2.2807 1.5654  0.356
H -2.1955 2.7013 -3.8506  0.504
H 2.5045 -3.1877 1.9054  -0.211
O -0.0685 -0.0857 2.0644  1.190
C -2.6385 -1.8437 -3.0956  -0.025
H -3.8105 0.0373 4.0174  0.201
H 0.8955 -2.1257 -2.0556  0.084
N 3.3825 0.0423 2.3324  0.062
C 3.9265 -0.7577 1.4694  0.520
H 1.2705 -0.4217 -4.9526  0.540
C -3.2415 2.3413 -1.8776  -0.313
H 1.8955 2.1113 -3.7476  0.373
H 0.3405 0.0113 -3.6326  -0.684
H 3.6255 0.2533 3.2844  0.285
N -0.1285 5.9953 -0.9866  -0.385
O 1.2315 5.0103 0.7444  -0.731
H 0.3415 -4.6317 3.5344  0.304
C 1.8175 2.7983 -1.7156  -0.185
N 4.0085 2.8913 1.7624  0.158
H 4.4915 2.2623 2.4004  0.202
H -1.2785 -1.2917 4.6424  0.123
H -3.5115 -4.7847 -4.2546  0.346
H 1.2635 2.7703 1.8604  -0.164
N -1.3915 -2.5597 2.0484  1.272
H 3.4575 2.9643 -0.7726  0.277
H 2.3375 -4.8527 1.6204  0.432
N 3.9815 4.8943 1.0214  -0.209
H -1.4365 -0.6597 -0.2276  -0.968
C -0.6135 0.0823 -0.2746  1.536
O 0.1845 2.0713 -5.5586  -0.558
H -5.0215 0.3023 2.7614  0.271
O 2.5885 2.5693 -0.5716  -0.686
O 0.1005 -4.7687 -0.1396  -0.762
H -2.0905 -3.7607 -2.5786  0.035
O 3.5815 -0.8927 0.1204  -0.616
C -1.0555 -0.4087 5.3024  -0.416
C -2.4765 -3.2817 -3.4866  -0.565
H -1.7775 0.4203 5.2324  0.146
H -4.3285 -1.3497 3.0454  0.289
C 0.2615 -0.2597 -4.6446  0.135
H 1.0805 0.8213 0.7794  -0.551
C 2.3605 1.8833 -2.8126  -1.046
H 0.1435 -3.6037 -2.5936  0.229
H -0.2335 0.8133 2.1964  0.049
H -0.7585 -1.7787 2.2464  -0.778
H -1.1325 1.0133 -0.1806  -0.012
H 1.1235 2.0613 3.3884  0.271
H -3.0075 -1.3217 -4.0106  0.468
O -3.2685 -2.3417 0.2414  -0.879
H 4.3505 5.7823 1.1834  0.292
C -3.6385 -3.6967 -0.2126  -0.672
H -2.7555 -4.3827 -0.4036  0.070
O -3.1635 0.0623 2.1834  -0.292
C -1.1045 -3.7387 2.4934  -0.450
H -2.2895 1.0063 -3.1856  -0.057
H 4.8455 -1.5127 3.1584  0.170
O 5.3155 4.4173 2.9274  -0.785
C 3.0385 -4.0737 1.5524  -0.379
C -0.4755 0.8223 -5.4716  -0.716
C 0.0585 5.1053 0.0004  0.495
H -3.9495 -1.7477 -0.0426  0.335
H -3.0585 1.6883 -1.0166  0.087
H -1.6245 -1.4347 -2.8006  -0.367
H -4.1805 -4.2677 0.4924  0.394
H -1.0165 5.9313 -1.5126  0.167
C 0.6745 2.8383 2.7464  -0.512
H 1.1545 -0.8217 0.6864  -0.220
H -2.1645 -2.5267 1.3574  -0.075
H 0.6205 6.5623 -1.3696  0.255
H 3.3775 2.1503 -2.9896  0.653
H -0.2985 -4.8047 0.7384  0.509
C 4.3785 4.1143 1.9644  0.254
H -0.7465 -2.8497 -0.3476  -0.940
H -1.1235 2.6953 3.3414  0.214
H -1.1755 2.0323 -2.5476  0.033
N 0.0565 -3.8267 3.0014  0.054

Results
Energy relative to the best compared isomer or geometry (same formula, charge and spin): 35.1 kcal per mole
E_HOMO: -8.54 eV
E: -65572.470 eV
F_max: 8.847 eV/A
Net charge: 0
Orbital gap: 0.310 hartree
LUMO: -0.0038 Ha